No. 1
# C5H9N5

A 2-piece molecular cluster, C5H9N5 overall in a non-equilibrium geometry (ωB97M-V/def2-TZVPD, OMol25).

Results
- LUMO level (alpha / beta): -7.842 / -11.564 eV
- Frontier orbital gap (alpha / beta): 0.2566 / 0.2586 Eh
- HOMO level (alpha / beta): -0.545 / -0.684 Ha

```
! RIJCOSX wB97M-V def2-TZVPD def2/J DEFGRID3
* xyz 2 3
C -1.86 1.71 0.10
C -3.03 0.99 0.19
C -1.31 -0.41 0.05
C 2.65 -0.20 -0.35
C -0.66 -1.56 0.18
N -0.87 0.86 -0.10
N -2.67 -0.30 0.11
N -0.27 -2.55 0.63
N 3.35 0.65 0.40
N 1.43 -0.10 -0.75
H -1.70 2.75 0.11
H -4.01 1.31 0.47
H 3.30 -0.90 -0.91
H -3.42 -0.98 0.14
H -0.27 -3.56 0.70
H 1.46 -0.31 -1.71
H 4.17 0.22 0.71
H 3.02 1.61 0.52
H 0.68 0.78 -0.49
*
```

So, what does the natural (NBO) scheme give us? The charges, in e, come out as: 0.155 0.143 0.386 0.413 0.388 -0.559 -0.548 -0.363 -0.694 -0.800 0.263 0.272 0.221 0.464 0.492 0.422 0.439 0.445 0.460

No. 2
# C5H9N5O

A 2-piece molecular cluster, C5H9N5O overall in a non-equilibrium geometry (ωB97M-V/def2-TZVPD, OMol25).

Results
- LUMO level: -0.469 eV
- SMILES: CN/N=C\C#N.C=NNC=O
- Frontier orbital gap: 0.3040 Eh
- HOMO level: -0.321 Ha

```
! RIJCOSX wB97M-V def2-TZVPD def2/J DEFGRID3
* xyz 0 1
C 2.21 1.89 0.01
N 1.94 0.45 0.05
N 2.76 -0.42 -0.49
C 2.46 -1.66 -0.51
C 1.42 -2.26 0.30
N 0.58 -2.72 0.98
H 1.26 2.46 0.04
H 2.83 2.21 0.86
H 2.75 2.14 -0.92
H 1.18 0.17 0.67
H 3.12 -2.34 -1.05
C -2.46 1.75 -0.02
N -3.30 0.63 -0.19
N -3.00 -0.60 0.48
C -2.13 -1.40 -0.22
O -2.45 -2.29 -0.96
H -2.12 2.31 -0.90
H -2.09 1.96 0.97
H -3.88 -1.01 0.83
H -1.08 -1.25 0.08
*
```

So, what does the natural (NBO) scheme give us? The charges, in e, come out as: -0.413 -0.403 -0.124 -0.167 0.216 -0.321 0.205 0.195 0.222 0.367 0.229 -0.095 -0.253 -0.577 0.542 -0.500 0.202 0.165 0.392 0.119

No. 3
# C5H9N6O2

A 2-piece molecular cluster, C5H9N6O2 overall in a non-equilibrium geometry (ωB97M-V/def2-TZVPD, OMol25).

Results
- LUMO level: -2.734 eV
- Frontier orbital gap: 0.3276 Eh
- HOMO level: -0.428 Ha

```
! RIJCOSX wB97M-V def2-TZVPD def2/J DEFGRID3
* xyz 1 1
C -1.38 -2.29 0.62
C -0.42 1.48 0.31
C 4.24 1.15 -2.60
C -1.08 -1.25 -0.21
C -0.89 -0.60 -1.56
N -0.82 -1.03 1.15
N -0.37 -0.65 2.27
N 0.20 1.59 1.51
N 0.16 0.53 2.41
N -1.86 -3.38 1.14
N -0.32 2.52 -0.60
O 4.25 0.01 -2.55
O 4.17 2.27 -2.55
H 0.24 -0.43 -1.65
H -1.36 0.29 -1.39
H -1.28 -1.37 -2.25
H 0.66 2.38 1.93
H 0.04 0.86 3.39
H -2.02 -4.18 0.43
H -1.67 -3.56 2.18
H -0.76 2.28 -1.47
H 0.25 3.38 -0.52
*
```

So, what does the natural (NBO) scheme give us? The charges, in e, come out as: 0.402 0.112 1.017 0.183 -0.645 -0.062 0.010 -0.451 -0.226 -0.781 -0.805 -0.516 -0.500 0.256 0.249 0.254 0.391 0.402 0.455 0.460 0.402 0.395

No. 4
# C5H9N7

A 2-piece molecular cluster, C5H9N7 overall in a non-equilibrium geometry (ωB97M-V/def2-TZVPD, OMol25).

Results
- LUMO level: 0.336 eV
- SMILES: [H]/N=C/NCC#C.Nc1nnn[nH]1
- Frontier orbital gap: 0.3324 Eh
- HOMO level: -0.320 Ha

```
! RIJCOSX wB97M-V def2-TZVPD def2/J DEFGRID3
* xyz 0 1
H -0.41 3.25 -0.07
N -0.66 2.49 -0.74
C -0.73 1.39 -0.12
N -0.99 0.21 -0.77
C -1.56 -0.92 -0.08
C -3.02 -0.79 0.17
C -4.19 -0.68 0.36
H -0.57 1.24 0.96
H -1.27 0.34 -1.74
H -1.39 -1.84 -0.64
H -1.03 -1.02 0.88
H -5.25 -0.57 0.52
N 3.24 0.60 0.95
C 2.43 -0.11 0.08
N 1.91 0.34 -1.03
N 1.27 -0.73 -1.59
N 1.37 -1.77 -0.86
N 2.12 -1.41 0.21
H 3.04 0.46 1.93
H 3.27 1.58 0.67
H 2.40 -2.08 0.91
*
```

So, what does the natural (NBO) scheme give us? The charges, in e, come out as: 0.337 -0.701 0.287 -0.602 -0.289 -0.042 -0.227 0.133 0.406 0.243 0.215 0.238 -0.811 0.474 -0.347 -0.034 -0.082 -0.412 0.387 0.407 0.420

No. 5
# C5H9NO

One molecule with the formula C5H9NO in a non-equilibrium geometry (ωB97M-V/def2-TZVPD, OMol25).

Results
- LUMO level: 0.652 eV
- SMILES: C[C@@H](O)[C@@H](C)C#N
- Frontier orbital gap: 0.4244 Eh
- HOMO level: -0.400 Ha

```
! RIJCOSX wB97M-V def2-TZVPD def2/J DEFGRID3
* xyz 0 1
C 1.57 0.36 0.32
C 0.41 -0.58 0.61
O -0.09 -0.40 1.92
C -0.81 -0.40 -0.32
C -1.27 1.04 -0.53
C -0.57 -1.07 -1.61
N -0.38 -1.61 -2.61
H 1.89 0.33 -0.73
H 2.44 0.09 0.94
H 1.30 1.39 0.58
H 0.76 -1.62 0.48
H 0.55 -0.77 2.54
H -1.62 -0.96 0.18
H -2.23 1.06 -1.06
H -0.55 1.61 -1.14
H -1.39 1.54 0.43
*
```

So, what does the natural (NBO) scheme give us? The charges, in e, come out as: -0.645 0.118 -0.724 -0.343 -0.600 0.290 -0.330 0.224 0.215 0.218 0.173 0.475 0.259 0.225 0.216 0.229

No. 6
# C5H9NO

One molecule with the formula C5H9NO (ωB97M-V/def2-TZVPD, OMol25).

Results
- LUMO level: 0.425 eV
- Frontier orbital gap: 0.3246 Eh
- HOMO level: -0.309 Ha

```
! RIJCOSX wB97M-V def2-TZVPD def2/J DEFGRID3
* xyz 0 1
C 1.31 1.65 0.08
C 1.26 0.50 1.05
N 0.04 0.08 1.69
C 0.63 -0.79 0.66
C 0.08 -0.98 -0.68
C -2.01 -1.15 -1.30
O -1.03 -0.23 -0.82
H 2.13 1.52 -0.63
H 1.45 2.59 0.62
H 0.38 1.72 -0.50
H 2.14 0.39 1.68
H -0.76 0.57 1.28
H 1.05 -1.72 1.02
H -1.44 -2.03 -1.59
H -2.59 -0.75 -2.13
H -2.64 -1.37 -0.43
*
```

So, what does the natural (NBO) scheme give us? The charges, in e, come out as: -0.641 -0.015 -0.566 -0.294 0.288 -0.262 -0.554 0.223 0.219 0.222 0.204 0.356 0.227 0.218 0.189 0.186

No. 7
# C5H9NO

One molecule with the formula C5H9NO (ωB97M-V/def2-TZVPD, OMol25).

Results
- LUMO level: 1.003 eV
- SMILES: [H]/N=C(/C)OC1CC1
- Frontier orbital gap: 0.3902 Eh
- HOMO level: -0.353 Ha

```
! RIJCOSX wB97M-V def2-TZVPD def2/J DEFGRID3
* xyz 0 1
H -2.56 -1.30 1.02
N -2.62 -0.96 0.06
C -1.55 -0.33 -0.22
C -1.36 0.30 -1.57
O -0.58 -0.21 0.73
C 0.63 0.47 0.48
C 1.85 -0.32 0.11
C 1.67 0.22 1.51
H -1.24 1.38 -1.50
H -0.48 -0.11 -2.08
H -2.25 0.08 -2.16
H 0.51 1.48 0.08
H 1.72 -1.39 -0.03
H 2.59 0.15 -0.53
H 1.40 -0.50 2.28
H 2.29 1.04 1.84
*
```

So, what does the natural (NBO) scheme give us? The charges, in e, come out as: 0.343 -0.687 0.572 -0.704 -0.513 0.072 -0.449 -0.428 0.224 0.229 0.250 0.193 0.228 0.219 0.230 0.219

No. 8
# C5H9NO

One molecule with the formula C5H9NO in a non-equilibrium geometry (ωB97M-V/def2-TZVPD, OMol25).

Results
- LUMO level: 0.651 eV
- SMILES: CC[C@@H](O)CC#N
- Frontier orbital gap: 0.4255 Eh
- HOMO level: -0.402 Ha

```
! RIJCOSX wB97M-V def2-TZVPD def2/J DEFGRID3
* xyz 0 1
C 1.96 -0.75 0.30
C 0.81 0.26 0.43
C -0.35 0.06 -0.58
O -0.38 -1.24 -1.15
C -1.73 0.18 0.08
C -2.12 1.55 0.41
N -2.46 2.63 0.64
H 2.75 -0.40 -0.37
H 2.40 -0.96 1.28
H 1.61 -1.71 -0.09
H 1.21 1.27 0.35
H 0.40 0.20 1.44
H -0.27 0.81 -1.38
H 0.35 -1.30 -1.77
H -1.73 -0.42 0.99
H -2.47 -0.25 -0.60
*
```

So, what does the natural (NBO) scheme give us? The charges, in e, come out as: -0.622 -0.435 0.116 -0.716 -0.526 0.286 -0.325 0.205 0.221 0.216 0.218 0.202 0.170 0.474 0.249 0.266

No. 9
# C5H9NO

C5H9NO as an isolated structure (ωB97M-V/def2-TZVPD, OMol25).

Results
- LUMO level: 0.753 eV
- Frontier orbital gap: 0.3284 Eh
- HOMO level: -0.301 Ha

```
! RIJCOSX wB97M-V def2-TZVPD def2/J DEFGRID3
* xyz 0 1
O -2.41 -0.96 0.79
C -1.45 -0.75 -0.15
C -0.88 0.66 -0.38
C 0.55 0.37 0.04
C 1.76 0.60 -0.78
N 1.47 1.42 0.41
C 0.25 -0.80 0.94
H -1.98 -0.67 1.62
H -1.74 -1.27 -1.07
H -1.36 1.36 0.31
H -1.02 1.02 -1.41
H 1.70 1.14 -1.73
H 2.55 -0.14 -0.72
H 2.04 1.13 1.20
H -0.44 -1.47 0.03
H 0.96 -1.65 0.91
*
```

So, what does the natural (NBO) scheme give us? The charges, in e, come out as: -0.682 0.152 -0.441 0.002 -0.274 -0.579 -0.488 0.501 0.213 0.235 0.218 0.193 0.189 0.353 0.222 0.185

No. 10
# C5H9NO

One molecule with the formula C5H9NO (ωB97M-V/def2-TZVPD, OMol25).

Results
- LUMO level: 0.885 eV
- SMILES: C[C@H]1CN(C)C1=O
- Frontier orbital gap: 0.3820 Eh
- HOMO level: -0.349 Ha

```
! RIJCOSX wB97M-V def2-TZVPD def2/J DEFGRID3
* xyz 0 1
C -2.20 0.17 -0.14
C -0.93 -0.51 0.29
C 0.19 -0.78 -0.73
N 1.18 -0.46 0.31
C 2.20 0.52 0.02
C 0.17 0.13 1.11
O 0.25 0.91 2.03
H -2.03 1.10 -0.70
H -2.84 0.38 0.72
H -2.73 -0.53 -0.80
H -1.13 -1.44 0.83
H 0.21 -1.78 -1.17
H 0.23 -0.04 -1.55
H 1.72 1.49 0.17
H 3.03 0.43 0.72
H 2.54 0.44 -1.02
*
```

So, what does the natural (NBO) scheme give us? The charges, in e, come out as: -0.605 -0.330 -0.209 -0.441 -0.424 0.703 -0.563 0.212 0.226 0.214 0.230 0.198 0.180 0.192 0.215 0.202

No. 11
# C5H9NO

One molecule with the formula C5H9NO in a non-equilibrium geometry (ωB97M-V/def2-TZVPD, OMol25).

Results
- LUMO level: 0.885 eV
- SMILES: C=CCCNC=O
- Frontier orbital gap: 0.3656 Eh
- HOMO level: -0.333 Ha

```
! RIJCOSX wB97M-V def2-TZVPD def2/J DEFGRID3
* xyz 0 1
C -1.37 -1.26 -0.67
C -1.68 -0.57 0.44
C -0.91 0.59 0.94
C 0.34 1.07 0.14
N 1.39 0.09 0.10
C 2.27 -0.01 -0.98
O 3.41 -0.35 -0.85
H -0.38 -1.66 -0.90
H -2.16 -1.73 -1.26
H -2.60 -0.80 0.99
H -1.53 1.44 1.23
H -0.55 0.18 1.91
H 0.74 1.82 0.85
H -0.07 1.81 -0.55
H 1.23 -0.76 0.61
H 1.86 0.13 -2.00
*
```

So, what does the natural (NBO) scheme give us? The charges, in e, come out as: -0.440 -0.156 -0.450 -0.254 -0.667 0.535 -0.545 0.200 0.197 0.203 0.233 0.203 0.189 0.235 0.409 0.109

No. 12
# C5H9NO

A 3-piece molecular cluster, C5H9NO overall in a non-equilibrium geometry (ωB97M-V/def2-TZVPD, OMol25).

Results
- LUMO level (alpha / beta): -1.126 / -2.353 eV
- Frontier orbital gap (alpha / beta): 0.3061 / 0.2502 Eh
- HOMO level (alpha / beta): -0.347 / -0.337 Ha

```
! RIJCOSX wB97M-V def2-TZVPD def2/J DEFGRID3
* xyz 0 1
C 1.63 -0.85 -0.18
C 0.51 -0.15 0.55
N 0.80 1.29 0.72
C -0.55 1.67 0.39
O -1.08 2.74 0.27
C -0.94 0.19 0.15
C -1.35 -0.21 -1.23
H 1.69 -0.46 -1.20
H 1.38 -1.91 -0.23
H 2.65 -0.77 0.24
H 0.23 -1.25 1.80
H 1.03 0.75 2.53
H -1.68 -0.13 0.92
H -0.65 0.15 -1.99
H -2.33 0.22 -1.42
H -1.39 -1.31 -1.29
*
```

So, what does the natural (NBO) scheme give us? The charges, in e, come out as: -0.675 0.112 -0.463 0.637 -0.493 -0.376 -0.609 0.214 0.222 0.242 0.048 0.231 0.250 0.213 0.229 0.217

No. 13
# C5H9NO

C5H9NO as an isolated structure in a non-equilibrium geometry (ωB97M-V/def2-TZVPD, OMol25).

Results
- LUMO level: 0.926 eV
- Frontier orbital gap: 0.3559 Eh
- HOMO level: -0.322 Ha

```
! RIJCOSX wB97M-V def2-TZVPD def2/J DEFGRID3
* xyz 0 1
C -0.08 0.30 -0.89
C 0.87 -0.30 0.08
C 0.72 0.90 1.05
C -1.05 -0.03 0.29
C -0.05 -1.33 0.71
H -0.19 -0.38 -3.12
H 1.30 -0.72 -2.24
H -0.11 1.50 -1.07
H 1.87 -0.62 -0.43
H 0.95 1.27 2.31
H 1.04 1.90 0.47
H -2.02 -0.26 -0.02
H 0.06 -1.61 1.84
H -0.01 -2.08 -0.24
N 0.15 -0.55 -2.08
O -0.79 0.95 1.21
*
```

So, what does the natural (NBO) scheme give us? The charges, in e, come out as: -0.086 -0.265 -0.114 0.120 -0.482 0.393 0.357 0.186 0.213 0.222 0.183 0.195 0.238 0.247 -0.883 -0.525

No. 14
# C5H9NO

A 2-piece molecular cluster, C5H9NO overall in a non-equilibrium geometry (ωB97M-V/def2-TZVPD, OMol25).

Results
- LUMO level: 0.887 eV
- SMILES: C[C@@H]1CN1.C=C=O
- Frontier orbital gap: 0.3782 Eh
- HOMO level: -0.346 Ha

```
! RIJCOSX wB97M-V def2-TZVPD def2/J DEFGRID3
* xyz 0 1
C -1.42 -0.23 1.19
C -1.41 0.15 -0.27
C -0.19 0.68 -0.92
N -1.29 1.57 -0.59
H -0.75 0.42 1.76
H -2.43 -0.13 1.61
H -1.09 -1.27 1.32
H -2.06 -0.45 -0.91
H 0.02 0.42 -1.96
H 0.69 0.86 -0.31
H -1.82 1.81 -1.42
C 2.67 -0.28 -0.02
C 1.78 -1.19 0.31
O 1.09 -2.04 0.71
H 2.63 0.40 -0.86
H 3.59 -0.72 0.37
*
```

So, what does the natural (NBO) scheme give us? The charges, in e, come out as: -0.623 -0.079 -0.289 -0.592 0.216 0.212 0.223 0.190 0.193 0.201 0.350 -0.806 0.733 -0.468 0.270 0.270

Going through the records in order, we get DFT total energy values of -468.90841, -544.73727, -674.46811, -579.09949, -325.90211, -325.74345, -325.86629, -325.89188, -325.70134, -325.88580, -325.81054, -325.64451, -325.69156, -325.82010 Ha.
Going through the records in order, we get relative energy (zero: lowest compared OMol25 entry of this formula, charge and spin) values of 0.0, 573.8, 455.1, 188.8, 93.1, 509.6, 187.1, 119.9, 620.2, 135.9, 333.5, 769.4, 645.9, 308.4 kJ/mol.